{
  "formula": "C30H46O23Rb2",
  "method": "the ωB97M-V functional and the def2-TZVPD basis",
  "symbols": ["Rb", "Rb", "O", "C", "C", "O", "H", "H", "H", "H", "C", "C", "C", "O", "C", "O", "O", "H", "H", "H", "H", "H", "H", "C", "C", "C", "O", "C", "O", "O", "H", "H", "H", "H", "H", "H", "C", "C", "C", "O", "C", "O", "O", "H", "H", "H", "H", "H", "H", "C", "C", "C", "O", "C", "O", "O", "H", "H", "H", "H", "H", "H", "C", "C", "C", "O", "C", "O", "O", "H", "H", "H", "H", "H", "H", "C", "C", "C", "O", "C", "O", "O", "H", "H", "H", "H", "H", "H", "C", "C", "C", "O", "C", "O", "O", "H", "H", "H", "H", "H", "H"],
  "coordinates": [[-1.508656, -0.227927, 2.631077], [1.541454, 1.084063, 3.440367], [0.430614, 0.924683, 1.763217], [0.055004, 0.639063, 0.417557], [-0.531186, -0.779817, -0.035353], [-1.733926, -1.302097, 0.508597], [0.815944, 0.964153, -0.291933], [-0.746246, 1.327913, 0.149997], [0.210504, -1.513297, 0.280887], [-0.653496, -0.885297, -1.113323], [-0.963336, -3.098987, -1.874793], [-2.514386, -3.022537, -1.869083], [-2.949986, -1.650057, -2.036503], [-4.030956, -1.701967, -2.998383], [-4.022596, -2.916477, -3.497333], [-4.594976, -3.354357, -4.490753], [-3.051126, -3.687047, -2.967613], [-0.517576, -2.955237, -0.890553], [-0.530366, -2.290747, -2.464193], [-0.612406, -4.068757, -2.227623], [-2.826256, -3.407907, -0.898353], [-2.098096, -1.032187, -2.320463], [-3.257786, -1.234797, -1.076863], [-1.919576, 1.927143, -2.005753], [-3.050636, 1.155333, -1.201023], [-2.895066, 1.109913, 0.344587], [-4.219256, 1.507743, 0.845037], [-4.800496, 2.189153, -0.098313], [-5.834236, 2.870093, 0.062087], [-4.106396, 2.104123, -1.238343], [-1.460306, 2.783113, -1.511303], [-2.277356, 2.153453, -3.010183], [-1.073656, 1.311143, -2.310833], [-3.486536, 0.220493, -1.553413], [-2.046086, 1.711193, 0.669857], [-2.647866, 0.076513, 0.587647], [3.123674, -3.403677, 0.105197], [2.925494, -2.065357, 0.666677], [2.078124, -2.112247, 1.961967], [2.760194, -1.185957, 2.673437], [3.980234, -1.051567, 2.283217], [4.903274, -0.505437, 2.930897], [4.202404, -1.646327, 1.039847], [2.219494, -3.751107, -0.394643], [3.458544, -4.090037, 0.882947], [3.939204, -3.323127, -0.613493], [2.507054, -1.295937, 0.017817], [2.120314, -3.056397, 2.505017], [1.055014, -1.779247, 1.787517], [-2.144516, -3.265697, 2.647227], [-1.452306, -3.847307, 1.516037], [-0.124116, -3.180417, 1.196117], [0.769184, -4.308637, 1.152807], [0.177944, -5.453837, 1.412937], [0.700684, -6.588507, 1.351497], [-1.110876, -5.209837, 1.816197], [-1.572356, -3.365327, 3.569607], [-3.100056, -3.761637, 2.817797], [-2.480766, -2.244447, 2.468077], [-2.116626, -3.701477, 0.664287], [0.071744, -2.285797, 1.787217], [-0.245646, -2.687077, 0.231777], [1.087934, 1.491143, -3.786123], [1.130384, 0.765093, -2.410713], [1.021494, -0.692377, -2.489953], [1.994494, -1.200827, -1.597353], [2.951504, -0.308337, -1.448033], [4.049244, -0.482847, -0.991893], [2.499334, 0.868353, -2.014243], [1.315734, 0.811953, -4.607643], [1.727424, 2.373393, -3.814023], [0.093734, 1.907223, -3.949083], [0.518464, 1.346273, -1.720863], [1.209804, -1.038197, -3.506343], [0.026414, -1.044717, -2.218323], [3.300654, 0.804433, 0.921457], [2.766554, 2.088083, 0.355837], [1.947814, 3.099143, 1.143067], [2.304084, 4.330173, 0.611157], [3.426704, 4.209353, -0.062423], [4.074414, 5.208983, -0.421423], [3.839934, 2.826133, -0.079433], [2.575594, -0.007797, 0.973097], [3.734694, 0.891813, 1.917487], [4.123994, 0.463953, 0.293527], [2.253524, 1.792293, -0.559263], [2.158894, 3.204353, 2.207237], [0.882124, 2.920203, 1.000307], [0.330364, 4.181603, 2.709427], [-0.165536, 4.349073, 1.268697], [-1.161876, 3.337363, 0.916837], [-2.341646, 4.116863, 0.648797], [-2.082556, 5.459063, 0.902917], [-2.838136, 6.375073, 0.900937], [-0.834816, 5.579143, 1.148827], [0.941914, 5.000843, 3.087497], [0.753234, 3.176993, 2.715437], [-0.481046, 4.151993, 3.436637], [0.615404, 4.318663, 0.508897], [-1.476856, 2.798523, 1.810447], [-1.011406, 2.764163, 0.002017]],
  "forces_ev_per_a": [[-1.34, 0.56, 2.85], [4.27, 0.54, 7.01], [-3.08, -1.49, -7.18], [-1.38, 0.36, -0.17], [-0.54, 0.23, 1.39], [1.30, -0.25, -0.92], [0.14, -0.90, 1.03], [0.70, -0.75, -0.29], [0.92, 1.76, -1.18], [0.04, 1.12, 1.15], [-0.37, -0.60, -0.33], [2.80, -1.22, 1.24], [-0.78, 1.44, 0.89], [0.35, 0.95, 0.95], [-0.25, -2.79, -4.67], [0.18, 1.72, 2.49], [-0.30, -0.54, 0.46], [-0.82, -0.56, -1.44], [-0.60, -1.31, -0.54], [-0.10, 0.01, -0.20], [-0.60, -0.41, -0.42], [-0.53, 0.29, -0.95], [-0.32, -0.63, -0.35], [-0.19, -2.25, -0.69], [0.26, 2.70, 1.10], [-0.44, -0.88, -0.72], [2.31, -1.16, 1.06], [-3.93, 3.48, -0.45], [3.30, -2.41, -0.73], [-1.59, 1.00, -1.05], [-0.84, 0.10, -0.31], [-0.59, 0.64, 0.31], [-0.41, -0.48, 0.56], [0.70, 1.07, -0.46], [-2.11, -0.24, 0.18], [-0.79, 0.12, 0.03], [0.19, -0.75, -1.71], [-1.39, -1.49, 0.15], [0.90, -0.48, -1.65], [-0.13, 1.63, 3.72], [7.38, 0.22, 0.59], [-3.39, -1.83, -1.76], [-0.32, 1.10, 4.41], [0.38, -0.25, 0.01], [-0.28, -0.10, -0.06], [-0.09, -0.16, -0.23], [0.03, -1.84, 1.55], [-0.22, -0.12, -0.18], [2.86, 1.09, 0.53], [-1.84, 0.42, 1.98], [0.50, 0.12, -0.76], [-3.08, -2.13, -0.56], [1.13, 1.64, -0.07], [-0.14, -4.33, 0.73], [-1.84, 4.44, 0.21], [0.46, -0.47, -0.81], [0.11, 0.19, 0.16], [0.06, -0.43, 0.11], [0.27, -0.79, -0.20], [0.22, -0.91, -0.10], [-1.55, -2.46, 0.73], [0.70, -1.83, 1.42], [-0.92, -0.09, 0.37], [1.70, 2.51, -2.50], [-1.43, -0.91, -1.13], [-1.17, -1.23, -1.03], [1.72, 1.75, -2.55], [-1.22, -0.50, -3.52], [1.71, -0.75, 0.38], [0.17, 0.14, 0.04], [0.32, -0.29, 0.22], [-0.16, -0.23, -0.17], [0.25, -0.57, -0.36], [0.39, -0.11, 0.01], [1.45, 0.49, -0.60], [0.18, 1.45, 1.42], [-1.09, -0.80, 0.06], [1.23, -2.70, -0.13], [0.30, 0.45, -0.58], [4.73, 1.99, -0.89], [-2.09, -4.19, 0.60], [1.22, 4.64, -0.96], [-0.18, 1.35, -0.39], [-0.22, 1.00, -0.14], [-0.31, 1.08, 1.07], [-0.27, 0.89, 0.91], [0.90, -0.61, -0.61], [1.72, -0.99, -0.02], [-1.22, -0.03, 0.67], [0.59, 1.79, 0.38], [-2.84, 1.16, 0.34], [-0.81, 0.92, -0.24], [-2.21, -0.50, -0.51], [-0.62, -0.64, -0.30], [2.87, 1.24, 0.75], [0.58, -0.30, -0.43], [-0.78, 1.27, 1.07], [-0.68, 0.17, -0.34], [-1.35, 1.50, 0.51], [0.65, -0.67, -0.21], [0.61, 0.64, 0.97]],
  "mulliken_charge": [1.9840, 1.2356, -2.3125, 1.7807, 0.1688, -1.7435, -1.7779, -1.3225, 0.0806, -2.2569, -0.5370, 1.5229, 0.6322, -0.4456, 0.3107, -0.6052, -0.4828, 0.1575, 0.4096, 0.6935, 0.2058, -0.1601, 0.0532, -1.1688, 1.0268, 2.9986, -0.6101, 0.3502, -0.6553, -0.4863, 0.2366, 0.8156, -0.2864, 0.4576, 1.1341, -1.2845, -1.7444, 1.9343, 0.0834, -0.5724, 0.6053, -0.6611, -0.4329, 0.1155, 0.4201, 0.5408, -0.9347, 0.8637, -0.1363, -1.7619, 2.2503, 0.1456, -0.4229, 0.4069, -0.6185, -0.4552, 0.3199, 0.4974, 0.0298, -0.9911, 0.2970, -0.2908, -1.5087, 1.4876, -0.0254, -0.1650, 0.6703, -0.5032, -0.5541, 0.4004, 0.3983, 0.2975, 0.4874, 0.8129, -0.4737, -1.9914, 0.9674, 0.1558, -0.4662, 0.3579, -0.6051, -0.5770, -0.3694, 1.2077, 0.7254, -0.4655, 0.6869, -0.6948, -0.9340, -0.1000, 0.6527, -0.4748, 0.4118, -0.5790, -0.4684, 0.2956, -0.2201, 0.4974, 1.2347, 0.3224, -0.5013],
  "fmax_ev_per_a": 8.227,
  "homo_energy_ev": -9.535,
  "e_tot_ha": -2948.81367
}